# C5H9FO2

A 2-piece molecular cluster, C5H9FO2 overall at a distorted geometry (ωB97M-V/def2-TZVPD, OMol25).

```
! RIJCOSX wB97M-V def2-TZVPD def2/J DEFGRID3
* xyz 0 1
C -0.6472 -0.8031 -0.5185
H 1.2396 1.4525 1.5834
H -2.3268 0.4053 -1.0577
H 0.9761 -0.4067 1.6731
H 0.6392 -2.3490 -0.1726
H -2.7102 -0.9946 -0.1547
H 2.4483 1.1031 -0.5509
C 0.2908 0.4321 -0.3628
H -0.6272 -0.7785 -1.7251
O -0.2111 -1.8370 0.1992
F 2.4522 -0.8436 -0.6040
C 1.7982 0.2840 -0.3829
O -0.3858 1.5976 -0.7179
C 1.1341 0.5175 0.9837
H -1.9765 0.0938 0.9736
H -0.1057 2.4096 0.8784
C -1.9879 -0.2831 -0.0443
*
```

Computed properties:
gap between HOMO and LUMO: 7.37 eV
lowest unoccupied orbital energy: -0.071 Ha



# C5H10N2O

One molecule with the formula C5H10N2O at a distorted geometry (ωB97M-V/def2-TZVPD, OMol25).

```
! RIJCOSX wB97M-V def2-TZVPD def2/J DEFGRID3
* xyz 0 1
H 3.5947 0.7054 -0.1366
H -1.6750 1.6814 -0.8741
H 0.1373 1.4371 -0.7420
H 3.4762 -1.0309 -0.4082
H -2.9458 0.2503 1.1066
H -0.7956 -2.1324 0.2157
N 0.9548 -1.2600 0.2279
O 1.5252 0.6135 1.3608
H -0.8445 1.8651 0.6945
N -1.1962 -0.0957 0.0740
H -2.6818 -1.4599 0.4867
C -0.8707 1.2857 -0.2558
C -0.3300 -1.1318 0.1990
C 2.9503 -0.0908 -0.4792
H 2.6740 0.0323 -1.5514
C -2.5930 -0.3939 0.2696
H -3.1886 -0.1398 -0.6462
C 1.8085 -0.1357 0.4586
*
```

Computed properties:
gap between HOMO and LUMO: 9.60 eV
structure (SMILES): CC(=O)/N=C\N(C)C
lowest unoccupied orbital energy: 0.030 Ha



# C2H3NO2S

One molecule with the formula C2H3NO2S at a distorted geometry (ωB97M-V/def2-TZVPD, OMol25).

```
! RIJCOSX wB97M-V def2-TZVPD def2/J DEFGRID3
* xyz 0 1
C -2.0380 0.3928 -0.0632
N -0.8855 1.1891 -0.0205
O 0.2504 0.4800 -0.6049
O -3.1291 0.8569 0.1273
S -1.7487 -1.3406 -0.1045
H 0.8587 -1.2511 -0.6879
C 0.2286 -0.6888 0.0315
H 0.4355 -0.6498 1.0795
H -1.0280 2.1990 -0.2876
*
```

Computed properties:
gap between HOMO and LUMO: 10.21 eV
structure (SMILES): O=C1NOCS1
lowest unoccupied orbital energy: 0.015 Ha



# C55H81Ge2NaO2P3Si2Te

C55H81Ge2NaO2P3Si2Te as an isolated structure at a distorted geometry (ωB97M-V/def2-TZVPD, OMol25).

```
! RIJCOSX wB97M-V def2-TZVPD def2/J DEFGRID3
* xyz 0 2
C -3.0230 3.6571 0.0796
H 2.2034 -4.1573 1.5700
H 4.8235 4.4281 -4.1172
H 0.9733 -0.6664 -5.4752
H -3.5959 5.1461 5.3455
C 3.4636 5.0190 0.7287
H -5.8219 3.7024 1.7043
H -2.9363 -3.5508 4.5416
H 2.6831 -1.4151 3.4442
H 4.8291 -4.7212 -4.7089
H -2.5977 3.9884 -0.8710
P 3.0602 -0.3364 -1.6347
C -6.1895 -2.5788 -1.6150
C 4.9843 1.2992 -2.8381
H -2.1040 -1.2833 4.2272
H 0.3248 1.6651 -0.8312
H 1.6964 2.0281 -2.4376
H -0.2010 -4.5355 2.2469
H -3.0296 -1.8451 -5.9930
C 0.1921 -5.2087 -3.6814
H 0.5902 -5.5861 -4.6179
H -6.4597 -2.0797 -3.6846
C -5.7524 -2.1633 -2.8661
H 1.9045 -2.4133 1.5545
H -0.2507 -3.2835 -4.4967
C -0.1849 -0.3150 4.2282
C -0.5784 2.2692 -0.9245
H -0.3239 3.2426 -1.3433
H -1.9161 -0.8115 -6.9152
C 6.0528 0.3668 4.0540
C 3.2696 2.2644 1.0297
C -4.2557 0.9448 -0.7450
C -2.4787 1.1150 -4.4186
H 0.5050 -7.0590 -2.6300
C -2.6217 4.8089 5.7131
H 6.4030 -3.6702 -3.1189
H 1.0754 -3.4635 0.4071
C -5.2690 -2.6817 -0.5783
H 3.5352 6.0925 0.6018
H 0.2789 0.9514 -5.6577
H -0.8782 4.8445 2.8060
H -3.4046 -2.6126 2.2971
H -3.0786 1.4837 3.6789
C 3.6736 -1.7407 -2.5546
H -2.6570 1.4701 -5.4382
Ge -1.4054 -0.5513 -4.4472
H 4.9492 -0.0737 -0.0840
H 5.6700 -1.7820 -1.7240
H 5.0658 2.1823 -0.1665
H -0.7943 -2.3256 4.7521
H -3.7693 0.9220 -1.7260
C 5.6239 -0.6295 4.9227
C 0.1426 -6.0401 -2.5707
H -1.2564 -3.8758 -0.3782
H -3.4443 0.9692 -3.9278
H -0.4408 -6.1876 -0.5090
H -6.5604 3.0673 -1.6623
H -7.2335 -2.8175 -1.4493
H 1.7533 -1.9994 -3.4862
C 3.2014 -3.4188 -4.2105
H -1.3060 1.7495 -1.5502
C 5.4062 2.4827 -3.4231
H 6.4414 2.6012 -3.7180
H -0.5002 0.4921 3.5662
C 4.4112 -1.2672 4.7067
H -3.6042 0.4089 -0.0502
C -0.8486 -4.2381 -1.3188
C -3.9360 -2.3587 -0.8018
H 5.5926 1.5242 2.3136
C -4.4079 -1.8630 -3.0791
H 0.6691 -3.6174 3.4600
C 3.6205 -0.9097 3.6213
C -0.8172 -3.3727 -2.4212
H -6.4660 2.0954 1.3246
H -1.9559 5.6767 5.7513
C 4.9783 -2.2227 -2.4344
H 2.4474 4.1393 -3.4952
H -5.7729 4.6008 -1.2540
Ge -1.4904 -1.4731 -2.1636
H -3.5385 -4.8615 3.5338
H 6.9960 0.8696 4.2267
C 5.3937 -3.2897 -3.2149
C 3.6492 1.1460 -2.4626
C -0.3880 -5.5478 -1.3838
C 2.4104 4.4760 1.4528
H 2.5016 -3.9009 -4.8816
H 1.6570 5.1191 1.8908
H -4.1101 2.3635 4.8144
H -1.9345 1.8951 -3.8753
C 4.0411 0.0930 2.7519
C 0.3910 0.1093 -4.9671
P -1.0276 -2.2548 2.3215
H 0.8590 -0.5118 4.0020
H 1.4874 2.6714 2.1607
C 2.7801 -2.3461 -3.4369
C 4.4223 4.1918 0.1588
C -2.7164 -4.1550 3.6607
H 0.3010 3.9369 5.5960
C -1.0593 -1.5468 4.0323
C -0.2816 -3.9009 -3.6029
C -2.5545 -3.2909 2.4110
H -4.1036 -1.5605 -4.0758
C 4.5049 -3.8818 -4.1063
H 3.8912 -1.4399 0.3056
H 0.9574 0.4486 -4.0956
P 3.0482 0.5071 1.3045
H -3.2433 -2.3983 0.0318
H -5.5951 -3.0010 0.4068
Si -1.9113 3.4811 4.6087
H 5.6953 0.4937 -2.6861
C -0.2235 3.0304 5.2750
C -3.0858 2.0236 4.6312
H -2.5559 -3.9171 1.5150
Te -1.4504 2.5873 1.0742
H -1.3695 -2.3750 -6.2762
C 2.3147 3.1006 1.6085
C 2.7364 2.1670 -2.7062
H -2.8234 1.3144 5.4216
C -5.5901 3.5534 -1.5159
C 0.2864 -3.5761 2.4369
C -1.9953 -1.5034 -6.0705
H -2.6289 4.6944 2.5658
H 4.0771 -2.0444 5.3825
C -3.4584 -1.9523 -2.0552
H 5.2366 4.6146 -0.4161
H 0.3981 2.5285 4.5263
H -0.2454 0.0439 5.2570
C 5.2644 0.7273 2.9723
H -1.8157 -4.7356 3.8734
H -2.7563 4.4389 6.7356
C 4.3260 2.8159 0.3072
H -5.0570 3.5277 -2.4719
C 3.9074 -0.3962 -0.0219
H 6.2378 -0.9065 5.7709
C 1.4350 -3.3916 1.4362
Na 0.1539 -0.4825 0.0785
C -5.5467 2.6830 1.4130
H -3.2270 4.5431 0.6797
Si -4.6081 2.6747 -0.1977
H -0.3030 2.3663 6.1410
H -5.1843 0.3702 -0.8375
C 4.4933 3.5079 -3.6512
H -4.9489 2.2479 2.2223
C -1.7321 4.1715 2.9016
C 3.1605 3.3479 -3.3021
O 1.5788 -0.3377 -1.4535
O 1.6004 0.1276 1.4355
*
```

Computed properties:
gap between HOMO and LUMO (alpha / beta): 5.71 / 5.46 eV
lowest unoccupied orbital energy (alpha / beta): -0.002 / -0.011 Ha



Calculated total energy? In order: -445.9690, -381.2449, -681.3481, -8482.1579 hartree.
ΔE to the lowest compared entry with this formula, charge and spin? In order: 7.992, 1.102, 3.027, 1.650 eV.
Molar mass? In order: 120.1, 114.1, 105.1, 1219.2 g mol⁻¹.